Below is a structure of composition BeF2H16O8 in a non-equilibrium geometry, with properties calculated with ωB97M-V/def2-TZVPD.

The geometry in ORCA input format:
```
! RIJCOSX wB97M-V def2-TZVPD def2/J DEFGRID3
* xyz 0 1
Be 1.7233 0.3485 -0.4900
F 0.3573 -0.2725 -0.1720
F 2.1153 0.4935 -1.9270
O 0.0173 -0.1565 -3.4280
H -0.2837 -0.8865 -2.8890
H 0.8013 0.1945 -3.0290
O -2.6217 -0.7975 1.7850
H -2.6157 -1.3745 1.0680
H -2.0807 -0.1605 1.4130
O 0.5033 0.1335 2.5230
H 0.1083 -0.1555 1.6430
H -0.3237 0.5455 2.8810
O -1.5327 1.7085 0.7320
H -2.4057 2.0705 0.4540
H -1.0977 2.0745 -0.0650
O 2.9173 -0.7005 0.3730
H 3.1633 -0.5815 1.3130
H 3.6933 -0.8885 -0.1270
O -2.2007 -0.4495 -1.3830
H -1.4227 -0.1385 -0.9680
H -2.9477 -0.0385 -1.0540
O 1.7803 1.8705 0.3760
H 1.9583 2.0935 1.3180
H 2.1393 2.6105 -0.1580
O -0.4037 -2.7925 -0.0810
H -1.3737 -2.8135 -0.0600
H 0.0333 -1.9365 -0.0480
*
```

Gap between HOMO and LUMO (eV): 9.29
Energy (Eh): -826.1783
Highest occupied orbital energy (eV): -10.0323

Below is a structure of composition Br2ClFSi in a non-equilibrium geometry, with properties calculated with ωB97M-V/def2-TZVPD.

The geometry in ORCA input format:
```
! RIJCOSX wB97M-V def2-TZVPD def2/J DEFGRID3
* xyz 0 1
F -0.3091 1.1667 -1.2455
Si -0.0666 0.2268 -0.0078
Cl -0.6080 0.7882 1.8456
Br 2.1465 0.2797 -0.3282
Br -1.1628 -2.4614 -0.2640
*
```

Energy relative to the best compared isomer or geometry (same formula, charge and spin) (eV): 1.7963
Gap between HOMO and LUMO (eV): 8.23
Energy (Eh): -5997.7159
Highest occupied orbital energy (eV): -10.3879

Below is a cluster of 2 separate species, Br2ClHNP in total in a non-equilibrium geometry, with properties calculated with ωB97M-V/def2-TZVPD.

The geometry in ORCA input format:
```
! RIJCOSX wB97M-V def2-TZVPD def2/J DEFGRID3
* xyz 0 1
H 0.8413 -1.5128 0.8889
N 0.3045 -1.5457 -0.0414
P 0.9071 -0.4070 -0.9160
Br -0.2963 -0.3004 -2.6288
Cl -0.8032 1.1173 2.4264
Br -0.9533 2.6486 0.2709
*
```

Energy relative to the best compared isomer or geometry (same formula, charge and spin) (eV): 2.4111
Gap between HOMO and LUMO (alpha / beta) (eV): 5.59 / 5.59
Energy (Eh): -6004.8591
Highest occupied orbital energy (alpha / beta) (eV): -9.7778 / -9.7778

Below is a cluster of 2 separate species, Br2ClHNP in total in a non-equilibrium geometry, with properties calculated with ωB97M-V/def2-TZVPD.

The geometry in ORCA input format:
```
! RIJCOSX wB97M-V def2-TZVPD def2/J DEFGRID3
* xyz 0 1
N 0.8830 0.7259 -0.9535
P -0.1414 0.0965 0.0462
Cl -0.3051 -2.8615 0.2709
Br -1.8721 0.9206 -0.7588
Br -0.4251 0.5966 2.2323
H 1.8606 0.5218 -0.8371
*
```

Energy relative to the best compared isomer or geometry (same formula, charge and spin) (eV): 1.6514
Gap between HOMO and LUMO (alpha / beta) (eV): 6.84 / 6.82
Energy (Eh): -6004.8870
Highest occupied orbital energy (alpha / beta) (eV): -10.3058 / -10.2840

Below is a structure of composition Br2NO2S in a non-equilibrium geometry, with properties calculated with ωB97M-V/def2-TZVPD.

The geometry in ORCA input format:
```
! RIJCOSX wB97M-V def2-TZVPD def2/J DEFGRID3
* xyz -1 3
N 2.1641 1.0634 0.1980
O -1.2793 -1.2473 -0.9657
O -2.7332 0.5838 0.0496
S -1.8206 -0.5559 0.2197
Br 3.0926 -0.4134 -0.4599
Br 0.5763 0.5694 0.9583
*
```

Gap between HOMO and LUMO (alpha / beta) (eV): 5.01 / 7.96
Energy (Eh): -5751.3856
Highest occupied orbital energy (alpha / beta) (eV): -1.9109 / -5.3402

Below is a cluster of 2 separate species, Br2OS in total, with properties calculated with ωB97M-V/def2-TZVPD.

The geometry in ORCA input format:
```
! RIJCOSX wB97M-V def2-TZVPD def2/J DEFGRID3
* xyz 0 1
O -0.6996 -0.3708 0.3598
S 0.1658 0.3013 -0.6130
Br -3.5362 0.1414 0.2210
Br 0.5680 2.3398 0.1544
*
```

Energy relative to the best compared isomer or geometry (same formula, charge and spin) (eV): 1.3283
Gap between HOMO and LUMO (alpha / beta) (eV): 9.03 / 6.48
Energy (Eh): -5621.3852
Highest occupied orbital energy (alpha / beta) (eV): -11.0286 / -9.6271